The following is a quantum chemistry calculation of a molecular structure, C35H26Cl5NO4P2Ti, from OMol25.

Structure (XYZ):
```
74
Properties=species:S:1:pos:R:3:forces:R:3
Ti 0.220180 -1.575802 1.240092 -0.3 -0.4 0.2
Cl 3.989262 -1.867143 2.373625 -0.1 0.0 0.0
C 2.702875 -2.358826 3.460001 0.1 0.0 0.1
C 1.395163 -2.232221 3.031413 0.0 0.0 0.0
C 0.449923 -2.642946 3.946138 0.0 0.0 0.0
Cl -1.226585 -2.470077 3.390345 0.0 0.1 0.0
C 0.708625 -3.155545 5.207808 -0.1 0.0 0.0
Cl -0.567194 -3.636453 6.265592 0.1 0.0 0.0
C 2.042109 -3.263903 5.593717 0.0 0.0 0.0
Cl 2.439070 -3.885365 7.153632 0.0 0.0 0.0
C 3.049585 -2.862911 4.713472 0.1 0.0 0.0
Cl 4.703275 -2.996818 5.201678 -0.1 0.0 0.0
O 0.218300 0.500777 1.862527 0.0 0.1 -0.2
P 0.141538 1.644537 0.889435 0.0 -0.1 0.0
C 0.421761 1.110904 -0.828867 0.0 0.0 0.0
P -0.866646 -0.049337 -1.374407 -0.1 0.0 0.0
O -1.355584 -0.900151 -0.237860 0.1 0.0 0.0
C -2.207699 0.958379 -2.028525 0.0 0.0 0.0
C -2.004111 1.845254 -3.083764 0.0 0.0 0.0
C -3.053782 2.617932 -3.551342 0.0 0.0 0.0
C -4.310515 2.499360 -2.968737 0.0 0.0 0.0
C -4.516586 1.611551 -1.924370 0.0 0.0 0.0
C -3.465341 0.839313 -1.449257 0.0 0.0 0.0
C -0.213290 -1.008870 -2.738554 0.0 0.0 0.0
C 0.729183 -0.513816 -3.633461 0.0 0.0 0.0
C 1.183478 -1.314984 -4.669614 0.0 0.0 0.0
C 0.698840 -2.608857 -4.806773 0.0 0.0 0.0
C -0.235844 -3.106511 -3.909174 0.0 0.0 0.0
C -0.695008 -2.308705 -2.871935 0.0 0.0 0.0
C 1.410958 2.859407 1.243415 0.0 0.0 0.0
C 1.722208 3.912595 0.384877 0.0 0.0 0.0
C 2.716285 4.813220 0.727240 0.0 0.0 0.0
C 3.406165 4.659629 1.923705 0.0 0.0 0.0
C 3.108946 3.605386 2.772929 0.0 0.0 0.0
C 2.112556 2.700402 2.435430 0.0 0.0 0.0
C -1.479715 2.414052 0.947976 0.0 0.0 0.0
C -2.427622 1.835418 1.785755 0.0 0.0 0.0
C -3.707302 2.371167 1.848468 0.0 0.0 0.0
C -4.037030 3.472191 1.074271 0.0 0.0 0.0
C -3.093431 4.047487 0.230869 0.0 0.0 0.0
C -1.815629 3.520791 0.169491 0.0 0.0 0.0
H 1.383464 0.587338 -0.841362 0.0 0.0 0.0
H 0.465108 1.981180 -1.488620 0.0 0.0 0.0
H -1.030263 1.925814 -3.554879 0.0 0.0 0.0
H -2.896848 3.304800 -4.372608 0.0 0.0 0.0
H -5.132000 3.100661 -3.336613 0.0 0.0 0.0
H -5.496253 1.520366 -1.473840 0.0 0.0 0.0
H -3.606419 0.149078 -0.627330 0.0 0.0 0.0
H 1.134918 0.484491 -3.516237 0.0 0.0 0.0
H 1.922931 -0.934847 -5.361854 0.0 0.0 0.0
H 1.058980 -3.235171 -5.612777 0.0 0.0 0.0
H -0.602700 -4.119654 -4.009952 0.0 0.0 0.0
H -1.400065 -2.697597 -2.147622 0.0 0.0 0.0
H 1.203228 4.035371 -0.558311 0.0 0.0 0.0
H 2.958454 5.629603 0.060008 0.0 0.0 0.0
H 4.186273 5.361694 2.187758 0.0 0.0 0.0
H 3.657056 3.478883 3.696772 0.0 0.0 0.0
H 1.882571 1.862499 3.080941 0.0 0.0 0.0
H -2.158509 0.968455 2.375508 0.0 0.0 0.0
H -4.444599 1.923934 2.501919 0.0 0.0 0.0
H -5.036245 3.885969 1.123136 0.0 0.0 0.0
H -3.355897 4.901720 -0.378958 0.0 0.0 0.0
H -1.089335 3.972236 -0.495362 0.0 0.0 0.0
O 1.644634 -1.697201 -0.463384 0.1 0.1 -0.1
C 1.508101 -2.947670 -0.477093 0.0 0.2 0.0
C 2.417493 -3.918586 -1.183347 0.0 0.0 0.0
C 1.803084 -5.262784 -0.804585 0.0 0.0 0.0
C 0.597525 -4.899592 0.071709 0.0 0.1 0.1
O -0.152662 -5.698245 0.572013 -0.1 0.0 0.0
N 0.509851 -3.516737 0.197697 0.1 0.0 -0.1
H 3.437345 -3.775754 -0.826128 0.0 0.0 0.0
H 2.407853 -3.707978 -2.254113 0.0 0.0 0.0
H 2.473163 -5.895148 -0.223155 0.0 0.0 0.0
H 1.458388 -5.847643 -1.656592 0.0 0.0 0.0
```
Positions in Å, forces in eV/Å.

maximum force: 0.5 eV/Å
relative energy (zero: lowest compared OMol25 entry of this formula, charge and spin): 49.5 kJ/mol
expectation value of S²: 2.00
gap between HOMO and LUMO (alpha / beta): 0.2117 / 0.2979 Eh
spin multiplicity: 3
HOMO (alpha / beta): -5.85 / -8.20 eV

The following is a quantum chemistry calculation of a molecular structure, C35H26ClMnN6O4S2Si at a distorted geometry, from OMol25.

Structure (XYZ):
```
76
Properties=species:S:1:pos:R:3:forces:R:3
Mn 0.222097 -0.561869 -0.662625 0.5 -1.3 -0.1
S -3.428892 5.733340 0.883365 -0.1 0.1 0.0
N -1.880893 5.351573 1.072470 0.2 0.1 0.1
C -1.721545 4.125944 0.611437 -0.5 -0.2 -0.2
C -0.484768 3.383628 0.584763 0.2 -0.2 0.0
C 0.746133 3.901890 0.997803 0.0 -0.1 0.0
C 1.866691 3.109192 0.887184 -0.1 0.1 0.0
C 1.741802 1.813826 0.400491 0.2 -0.2 0.0
N 0.576155 1.300320 0.028965 -0.2 0.3 0.0
C -0.530184 2.075607 0.097868 0.1 0.3 0.1
C -1.762310 1.497398 -0.403090 -0.3 0.0 -0.1
N -1.686439 0.239758 -0.878129 0.0 0.3 0.0
C -2.770764 -0.323395 -1.385201 0.0 -0.3 -0.1
C -3.991002 0.338885 -1.471791 0.0 0.2 0.0
C -4.086839 1.629847 -1.000165 0.1 0.0 0.0
C -2.955392 2.224934 -0.435450 0.1 -0.3 -0.1
C -2.932402 3.559746 0.109656 0.4 0.3 0.2
N -3.964762 4.374468 0.212113 -0.2 0.0 -0.1
H 0.794388 4.909103 1.389457 0.0 0.0 0.0
H 2.841944 3.473482 1.174357 0.0 0.0 0.0
H 2.607815 1.175712 0.304307 -0.1 0.0 0.0
H -2.668201 -1.338176 -1.749297 0.1 0.0 0.0
H -4.840729 -0.161464 -1.912357 0.0 0.0 0.0
H -5.002717 2.202763 -1.058742 0.0 -0.1 0.0
C -0.287877 -2.869951 -7.173653 0.2 0.2 0.1
Si 0.347333 -1.594134 -5.942542 -0.1 -0.2 0.0
C -0.675841 -0.015735 -6.091955 0.2 -0.2 0.0
C 2.197790 -1.293076 -6.039911 -0.3 0.0 -0.1
C 0.041283 -2.370144 -4.219663 0.1 0.1 0.0
C -0.173227 -3.733991 -4.034052 0.0 0.2 -0.1
C -0.336281 -4.284827 -2.765154 0.0 0.1 0.0
C -0.299898 -3.457982 -1.665452 -0.1 -0.3 0.2
N -0.089772 -2.146314 -1.819479 0.0 0.6 -0.5
C 0.108123 -1.625106 -3.045499 0.0 -0.1 0.0
S 0.519759 0.068605 -2.884315 0.0 0.2 0.4
H -0.195763 -2.489146 -8.192620 0.0 0.0 0.0
H -1.343215 -3.090344 -6.999655 0.0 0.0 0.0
H 0.265013 -3.810044 -7.130740 0.0 0.0 0.0
H -0.762396 0.284233 -7.138302 0.0 0.0 0.0
H -0.222280 0.814377 -5.551407 0.0 0.0 0.0
H -1.685585 -0.159757 -5.702231 0.0 0.0 0.0
H 2.470592 -0.740224 -6.940904 0.0 0.0 0.0
H 2.750983 -2.233417 -6.040747 0.0 0.0 0.0
H 2.524325 -0.719562 -5.170421 0.0 0.0 0.0
H -0.203330 -4.379599 -4.903695 0.0 -0.1 0.0
H -0.479618 -5.346212 -2.625662 0.0 0.0 0.0
H -0.412590 -3.827106 -0.655019 0.1 0.1 0.0
Cl -4.498825 -2.691372 5.995328 -0.1 0.0 0.1
C -3.338911 -2.609119 4.719851 0.1 0.0 -0.1
C -3.560955 -1.752534 3.650372 0.0 0.0 0.0
C -2.619007 -1.678633 2.639867 0.1 0.0 0.1
C -1.473835 -2.469875 2.680888 -0.1 0.2 -0.1
C -1.273473 -3.333705 3.749842 0.1 0.0 -0.1
C -2.197509 -3.396043 4.777744 0.0 0.0 0.1
C -0.494880 -2.432988 1.553717 0.4 -0.3 0.0
O 0.222949 -3.375645 1.278487 0.0 0.1 0.2
O -0.503027 -1.303806 0.879193 -0.4 0.4 -0.1
H -4.463214 -1.157973 3.609021 0.0 0.0 0.1
H -2.770905 -1.012203 1.801426 0.0 0.0 0.0
H -0.386918 -3.953536 3.766916 0.0 0.0 0.0
H -2.040446 -4.054632 5.620593 0.0 0.0 0.0
O 2.919441 -1.787863 -2.381473 -0.2 0.2 0.1
C 3.012089 -1.654319 -1.185434 -0.1 -0.5 -0.4
N 2.025568 -1.170720 -0.306318 -0.1 0.3 -0.1
C 2.506475 -1.260635 1.022995 -0.2 0.3 0.0
O 1.959835 -0.758006 1.971374 0.1 -0.1 0.2
C 3.841549 -1.905501 0.976068 0.2 -0.2 -0.4
C 4.715875 -2.263949 1.980771 -0.1 0.0 0.1
C 5.957120 -2.764093 1.597845 0.0 0.0 0.1
C 6.306797 -2.884480 0.257738 0.0 0.0 -0.1
C 5.408042 -2.549904 -0.751150 0.0 0.0 -0.1
C 4.177142 -2.068363 -0.361054 0.0 0.1 0.4
H 4.438139 -2.172209 3.022213 0.0 0.1 0.0
H 6.669129 -3.063750 2.355393 0.0 0.0 0.0
H 7.292644 -3.248439 0.000704 0.0 0.0 0.0
H 5.662397 -2.646254 -1.798128 0.0 0.0 0.0
```
Positions in Å, forces in eV/Å.

maximum force: 1.4 eV/Å
expectation value of S²: 3.91
gap between HOMO and LUMO (alpha / beta): 0.2419 / 0.2520 Eh
charge: +1
spin multiplicity: 4
HOMO (alpha / beta): -11.08 / -11.08 eV

The following is a quantum chemistry calculation of a molecular structure, C35H26F2IN6O2SeTa, from OMol25.

Structure (XYZ):
```
74
Properties=species:S:1:pos:R:3:forces:R:3
Ta -0.314931 0.205894 -0.145400 0.0 0.0 0.1
C -3.072176 -1.444644 -3.235461 0.0 0.0 0.0
C -2.460272 -2.535034 -2.414107 0.1 -0.1 0.1
N -2.550035 -3.790164 -2.830653 -0.1 0.1 -0.1
C -2.000212 -4.772637 -2.124495 0.1 -0.2 0.1
C -1.316915 -4.588235 -0.932396 0.0 0.1 0.1
C -0.623433 -5.728254 -0.221898 0.0 0.0 0.0
O 0.658868 -5.355133 0.254919 -0.1 0.0 0.0
C -1.219681 -3.271783 -0.466658 -0.2 0.1 -0.3
C -0.592847 -2.935498 0.787661 0.1 0.0 0.0
N -0.190502 -1.753237 1.131421 -0.1 0.0 -0.1
C 0.280864 -1.679506 2.488053 0.0 0.1 0.1
C 1.304761 -2.489802 2.957118 0.0 0.0 0.0
C 1.706767 -2.390037 4.280624 0.0 0.0 0.0
C 1.094256 -1.489195 5.139182 0.0 0.0 0.0
C 0.055298 -0.687148 4.687643 -0.1 0.1 0.0
C -0.334108 -0.799022 3.366454 0.0 0.0 -0.1
I -1.972207 0.277032 2.618504 0.0 -0.1 0.1
C -1.781845 -2.253346 -1.227029 -0.1 -0.3 0.1
O -1.687548 -0.974245 -0.807070 -0.1 0.1 -0.2
H -3.445872 -1.865188 -4.164882 0.0 0.0 0.0
H -2.337363 -0.669039 -3.468500 0.0 0.0 0.0
H -3.912665 -0.980976 -2.709640 0.0 0.0 0.0
H -2.091463 -5.767872 -2.546669 0.0 0.0 0.0
H -0.565967 -6.584881 -0.896262 0.0 0.0 0.0
H -1.199368 -6.047190 0.649443 0.0 0.0 0.0
H 1.238290 -5.224796 -0.508094 0.0 0.0 0.0
H -0.486710 -3.733320 1.514437 0.0 0.0 0.0
H 1.784156 -3.191852 2.284161 0.0 0.0 0.0
H 2.504895 -3.024626 4.642671 0.0 0.0 0.0
H 1.411859 -1.417495 6.170635 0.0 0.0 0.0
H -0.444465 -0.002029 5.359249 0.0 0.0 0.0
F 4.595131 -1.998946 1.007098 0.0 0.0 0.0
C 3.795963 -0.955442 1.211418 0.0 0.0 0.1
C 2.590961 -0.901427 0.544813 -0.1 -0.1 0.0
C 1.707455 0.157842 0.743525 0.3 0.3 0.0
C 2.097306 1.184093 1.627802 0.0 0.0 0.0
C 3.318619 1.063259 2.307786 -0.1 0.0 -0.1
F 3.702878 1.985288 3.199245 0.0 0.0 0.0
C 4.185112 0.013403 2.113593 0.0 0.0 0.0
C 1.204231 2.345450 1.742016 0.1 0.0 0.0
C 1.514127 3.504422 2.459334 0.0 0.0 0.0
C 0.655701 4.582804 2.451754 0.0 0.0 0.0
C -0.515866 4.490435 1.716072 0.0 0.0 0.0
C -0.767390 3.320102 1.045343 -0.1 -0.1 -0.1
N 0.046591 2.248328 1.040787 0.1 0.1 0.1
H 2.360388 -1.740444 -0.095297 0.0 0.0 -0.1
H 5.121950 -0.045267 2.650398 0.0 0.0 0.0
H 2.433863 3.557387 3.011125 0.0 0.0 0.0
H 0.899706 5.481035 3.003156 0.0 0.0 0.0
H -1.226444 5.302625 1.663056 0.0 0.0 0.0
H -1.681371 3.262605 0.481045 0.0 0.0 0.0
N -2.267066 1.438324 -0.696898 0.2 -0.2 -0.2
C -2.078810 2.385279 -1.784053 0.1 0.1 0.0
C -3.105673 3.088114 -2.348601 0.0 -0.1 0.0
C -2.843097 4.023258 -3.367808 -0.1 0.1 -0.1
C -1.560821 4.266833 -3.767641 0.0 0.0 0.0
C -0.480247 3.571100 -3.178719 0.0 -0.1 0.1
C 0.871923 3.845321 -3.482766 0.0 0.0 0.0
C 1.859455 3.175092 -2.815550 0.0 0.1 -0.1
C 1.510136 2.175809 -1.903655 0.0 -0.1 0.0
N 0.252846 1.849609 -1.623569 0.0 0.1 0.2
C -0.750535 2.587988 -2.205448 -0.1 0.0 0.0
H -2.823857 1.851257 0.045388 0.0 0.0 0.0
H -2.798469 0.633262 -1.029925 0.0 0.0 0.0
H -4.123811 2.935326 -2.009786 0.0 0.0 0.0
H -3.666713 4.560357 -3.817434 0.0 0.0 0.0
H -1.353096 5.006616 -4.530222 0.0 0.0 0.0
H 1.111528 4.596204 -4.225576 0.0 0.0 0.0
H 2.906034 3.375293 -2.994608 0.0 0.0 0.0
H 2.278619 1.602022 -1.402261 0.0 0.0 0.0
Se 0.927268 -0.711606 -2.319086 0.0 0.0 -0.1
C 1.197823 -2.516382 -2.102556 0.0 0.0 0.0
N 1.458227 -3.633376 -1.996258 0.0 0.0 0.0
```
Positions in Å, forces in eV/Å.

maximum force: 0.4 eV/Å
relative energy (zero: lowest compared OMol25 entry of this formula, charge and spin): 87.8 kJ/mol
gap between HOMO and LUMO: 0.2482 Eh
charge: +2
spin multiplicity: 1
HOMO: -14.04 eV

Energy / eV: -150707.5439; -127237.9802; -130174.9176